Below is a structure of composition C21H39CoNP2 in a non-equilibrium geometry, with properties calculated with ωB97M-V/def2-TZVPD.

XYZ file:
```
64
Properties=species:S:1:pos:R:3:nbo_charge:R:1
P 0.19940 -1.56249 -1.95428 0.965
P -0.13782 1.75394 -1.80503 0.854
C -0.16292 -0.57661 -3.45610 -0.731
C 0.19282 0.90959 -3.38154 -0.719
H -1.22002 -0.71556 -3.72743 0.224
H 0.43376 -1.04134 -4.24507 0.221
H 1.24068 1.07569 -3.66306 0.227
H -0.40339 1.45335 -4.11352 0.229
C -1.87702 2.26470 -1.81093 -0.981
H -2.07509 2.82319 -0.88789 0.235
H -2.53420 1.38512 -1.82782 0.247
H -2.08453 2.89870 -2.68343 0.214
C 0.93371 3.18384 -1.66449 -0.978
H 0.83104 3.83407 -2.54665 0.217
H 1.97933 2.86299 -1.56722 0.250
H 0.65814 3.74211 -0.75968 0.237
C -0.98597 -2.92333 -1.94036 -0.982
H -0.85002 -3.50746 -1.02040 0.249
H -0.82345 -3.56162 -2.81984 0.212
H -2.01022 -2.52486 -1.94825 0.249
C 1.89350 -2.18401 -2.18191 -0.985
H 2.61009 -1.35148 -2.11861 0.251
H 1.98063 -2.68464 -3.15726 0.216
H 2.10151 -2.89044 -1.36545 0.245
Co 0.07829 0.05669 -0.60399 0.353
C 0.52921 1.63152 -6.35871 -0.185
C -0.80664 1.71800 -6.26237 -0.179
C -1.76624 1.00769 -7.16784 -0.449
C -1.36866 -0.44951 -7.54744 -0.443
C -0.66715 -1.25187 -6.48809 -0.188
C 0.66396 -1.35108 -6.39561 -0.177
C 1.63641 -0.55959 -7.21954 -0.449
C 1.23506 0.92336 -7.47798 -0.445
C 0.32454 -1.40166 0.68231 -1.065
H 1.18596 2.18252 -5.67495 0.204
H -1.29354 2.41563 -5.56920 0.202
H -1.90012 1.56106 -8.11869 0.219
H -2.75278 0.99871 -6.67329 0.210
H -2.30226 -0.97687 -7.80982 0.219
H -0.76348 -0.42299 -8.47002 0.203
H -1.32768 -1.85526 -5.84955 0.205
H 1.13942 -2.11869 -5.76683 0.203
H 1.79164 -1.02553 -8.21331 0.220
H 2.61487 -0.58927 -6.70897 0.211
H 2.16807 1.47492 -7.68885 0.219
H 0.63404 0.97335 -8.40192 0.203
H 1.01486 -0.94110 1.40952 0.182
H 0.71355 -2.39281 0.38768 0.162
H -0.66131 -1.51798 1.16692 0.179
C 2.23915 2.02204 1.25853 -0.694
C 0.82134 2.04853 1.64981 0.328
C 0.27997 2.70717 2.78166 -0.266
C -1.07358 2.33639 2.86281 -0.275
C -1.33016 1.47348 1.76985 0.329
C -2.56742 0.70712 1.55567 -0.687
N -0.18189 1.34337 1.02874 -0.593
H 2.85834 1.96982 2.16582 0.232
H 2.52859 2.93710 0.72202 0.241
H 2.48679 1.15354 0.63109 0.245
H 0.85924 3.33653 3.44518 0.222
H -1.81472 2.59727 3.60563 0.223
H -2.62195 -0.13721 2.26198 0.254
H -3.43866 1.34637 1.75012 0.230
H -2.64831 0.30951 0.53512 0.234
```

Results
Lowest unoccupied orbital energy (spin up / spin down), eV: 0.7 / -1.7
Spin multiplicity: 4
Highest occupied orbital energy (spin up / spin down), eV: -2.8 / -6.6
HOMO-LUMO gap (spin up / spin down), eV: 3.6 / 4.9
<S²>: 3.798